Record 1
{
  "formula": "C40H43F3N7O14P2",
  "method": "ωB97M-V/def2-TZVPD",
  "elements": ["N", "P", "O", "C", "C", "C", "C", "O", "C", "N", "P", "O", "C", "C", "C", "C", "O", "C", "F", "F", "F", "H", "H", "H", "H", "H", "H", "H", "H", "H", "H", "H", "H", "H", "H", "H", "H", "H", "H", "C", "C", "C", "C", "C", "C", "N", "O", "O", "H", "H", "H", "H", "H", "C", "C", "C", "C", "C", "C", "N", "O", "O", "H", "H", "H", "H", "H", "C", "C", "C", "C", "C", "C", "N", "O", "O", "H", "H", "H", "H", "H", "C", "C", "C", "C", "C", "C", "N", "O", "O", "H", "H", "H", "H", "H", "C", "C", "C", "C", "C", "C", "N", "O", "O", "H", "H", "H", "H", "H"],
  "xyz": [[-2.29847, -0.18254, 3.08179], [-3.21038, -0.18694, 1.66805], [-4.65097, 0.30291, 2.29265], [-2.72895, 1.48362, 0.78977], [-3.29028, 2.77971, 1.44001], [-3.03875, 2.88310, 2.92363], [-2.61336, 4.14715, 3.50646], [-1.67893, 3.06768, 3.27628], [-1.26866, 1.53756, 0.85110], [-0.68127, 1.49049, -0.29462], [1.06506, 1.44262, -0.39396], [1.64943, 1.81391, 0.89056], [-1.60411, 1.53586, -1.43350], [-2.99822, 1.52331, -0.76763], [-4.11035, 0.71588, -1.45778], [-4.08696, -0.80645, -1.67518], [-4.65856, -1.59474, -0.65829], [-2.71593, -1.38775, -1.97778], [-2.76587, -2.70231, -2.13166], [-1.78462, -1.12376, -1.03931], [-2.24781, -0.86522, -3.13350], [-1.51300, -0.81940, 3.02677], [-2.03922, 0.68296, 3.54194], [-5.08147, 1.00366, 1.79052], [-2.79870, 3.63180, 0.96447], [-4.36510, 2.83570, 1.24686], [-3.60924, 2.21382, 3.56064], [-2.43974, 4.99506, 2.85596], [-2.81050, 4.31836, 4.55582], [-0.65747, 1.56192, 1.74439], [1.26617, 2.27069, -1.50033], [1.27587, 0.13707, -0.84288], [-1.46653, 2.51451, -1.88727], [-1.39966, 0.79954, -2.20466], [-3.34417, 2.55084, -0.90328], [-5.04997, 0.94025, -0.94358], [-4.21999, 1.16334, -2.44645], [-4.64921, -1.00083, -2.59494], [-5.05750, -1.05498, 0.02862], [-0.19615, 8.92896, 0.58756], [-0.88655, 9.13577, -0.59950], [-1.32784, 8.05596, -1.34597], [-1.06401, 6.78301, -0.87185], [-0.37573, 6.54920, 0.30788], [0.06131, 7.64005, 1.03936], [-1.53359, 5.63854, -1.65782], [-2.10211, 5.83680, -2.70237], [-1.32600, 4.51099, -1.20786], [0.14777, 9.77744, 1.16336], [-1.08049, 10.14034, -0.94820], [-1.86208, 8.19441, -2.27385], [-0.17656, 5.54068, 0.63877], [0.60893, 7.48406, 1.95850], [-2.27243, -1.76271, -6.76172], [-2.60213, -1.63017, -8.10372], [-3.75600, -2.21863, -8.59869], [-4.55654, -2.93084, -7.72727], [-4.24824, -3.08323, -6.38926], [-3.09264, -2.48919, -5.90808], [-5.79677, -3.55096, -8.24220], [-6.03811, -3.42148, -9.42256], [-6.49461, -4.14518, -7.44614], [-1.37041, -1.30089, -6.38118], [-1.96136, -1.06909, -8.76988], [-4.03377, -2.13115, -9.63827], [-4.90244, -3.65422, -5.74742], [-2.83266, -2.60133, -4.86526], [4.86517, 0.59229, 4.03691], [5.87509, 1.16611, 4.79966], [6.06177, 2.54051, 4.78590], [5.22515, 3.31018, 4.00085], [4.21842, 2.76289, 3.23024], [4.04112, 1.39041, 3.25265], [5.40199, 4.77703, 3.98757], [6.30177, 5.24219, 4.65163], [4.62978, 5.42921, 3.30988], [4.72271, -0.48073, 4.05592], [6.51497, 0.54578, 5.41364], [6.83853, 3.00872, 5.37161], [3.58601, 3.39946, 2.63057], [3.24707, 0.95907, 2.65914], [-1.43772, -6.28569, -3.49823], [-0.66788, -5.14244, -3.32708], [0.62460, -5.23878, -2.84042], [1.11966, -6.49049, -2.52997], [0.37791, -7.64434, -2.69370], [-0.91432, -7.53285, -3.18410], [2.49495, -6.59245, -2.00047], [3.10885, -5.55630, -1.83234], [2.92165, -7.69893, -1.75235], [-2.44740, -6.20590, -3.87907], [-1.07404, -4.17079, -3.57276], [1.24285, -4.36571, -2.69745], [0.80474, -8.60286, -2.43963], [-1.51269, -8.42329, -3.31852], [5.11715, -5.26961, 4.48352], [4.62026, -4.03125, 4.86960], [5.39347, -3.18007, 5.64259], [6.65899, -3.59438, 6.01078], [7.17533, -4.82220, 5.64390], [6.39006, -5.66402, 4.87204], [7.49530, -2.68716, 6.82187], [7.01997, -1.61209, 7.13556], [8.60543, -3.06620, 7.12342], [4.51062, -5.93072, 3.87898], [3.62588, -3.72744, 4.57090], [5.02147, -2.21726, 5.96029], [8.16862, -5.10629, 5.95678], [6.77533, -6.62914, 4.57363]],
  "lowdin_charge": [-0.13, 0.95, -0.26, -0.40, -0.09, -0.33, -0.04, -0.05, -0.04, -0.13, 0.79, -0.34, -0.10, -0.21, -0.06, -0.27, -0.01, -0.59, 0.18, 0.12, 0.12, 0.05, 0.04, 0.05, 0.12, 0.13, 0.14, 0.12, 0.13, 0.14, 0.05, 0.04, 0.10, 0.12, 0.13, 0.13, 0.14, 0.17, 0.06, -0.05, -0.05, 0.01, -0.15, -0.01, -0.05, -0.33, 0.12, 0.01, 0.12, 0.12, 0.12, 0.11, 0.12, -0.07, -0.06, 0.00, -0.14, 0.00, -0.07, -0.35, 0.09, 0.08, 0.10, 0.11, 0.12, 0.12, 0.07, -0.06, -0.05, 0.01, -0.15, -0.01, -0.07, -0.35, 0.09, 0.06, 0.09, 0.10, 0.12, 0.11, 0.08, -0.06, -0.07, -0.01, -0.15, 0.00, -0.06, -0.35, 0.07, 0.09, 0.11, 0.08, 0.11, 0.12, 0.11, -0.07, -0.07, -0.02, -0.15, 0.00, -0.06, -0.35, 0.06, 0.09, 0.11, 0.10, 0.11, 0.12, 0.11],
  "orbital_gap_ev": 7.4929,
  "de_lowest_ev": 0.000,
  "homo_energy_ev": -11.56,
  "total_charge": 1,
  "multiplicity": 1,
  "e_tot_ha": -3968.314782
}

***

Record 2
{
  "formula": "C40H44As4BrCrN2O9",
  "method": "ωB97M-V/def2-TZVPD",
  "elements": ["Cr", "Br", "C", "C", "C", "C", "O", "C", "C", "N", "C", "C", "C", "C", "C", "C", "C", "C", "N", "C", "C", "H", "H", "H", "H", "H", "H", "H", "H", "H", "H", "C", "As", "C", "C", "C", "C", "C", "C", "C", "As", "C", "C", "H", "H", "H", "H", "H", "H", "H", "H", "H", "H", "H", "H", "H", "H", "H", "H", "C", "O", "C", "O", "C", "C", "As", "C", "C", "C", "As", "C", "C", "O", "O", "C", "C", "O", "O", "C", "C", "O", "O", "C", "H", "H", "H", "H", "H", "H", "H", "H", "H", "H", "H", "H", "H", "H", "H", "H", "H", "H"],
  "xyz": [[0.18537, -1.34650, -0.11304], [6.35143, -3.62007, -3.39677], [4.90621, -2.73354, -2.58243], [4.57669, -1.43334, -2.98033], [3.53148, -0.76214, -2.38445], [2.76633, -1.37635, -1.38336], [1.78301, -0.68626, -0.81033], [3.09253, -2.69098, -0.99528], [2.41570, -3.31678, 0.10529], [1.26628, -2.93874, 0.55178], [0.79422, -3.44849, 1.79485], [1.10062, -4.66062, 2.35527], [0.63725, -4.97966, 3.64961], [-0.11653, -4.09372, 4.36703], [-0.48709, -2.85319, 3.79508], [-1.29149, -1.89185, 4.44861], [-1.64131, -0.74276, 3.79566], [-1.19966, -0.54910, 2.47885], [-0.41588, -1.40391, 1.85016], [-0.04268, -2.55060, 2.49751], [4.18587, -3.34742, -1.58658], [5.15498, -0.95212, -3.75755], [3.29939, 0.25663, -2.66858], [2.95171, -4.11083, 0.62309], [1.69597, -5.38735, 1.81794], [0.90140, -5.93576, 4.07764], [-0.44697, -4.33331, 5.36833], [-1.62232, -2.07617, 5.46255], [-2.23832, 0.02109, 4.27055], [-1.48729, 0.33409, 1.92210], [4.45247, -4.34292, -1.25779], [-1.28325, -4.63315, -1.08968], [-1.76722, -2.89295, -0.38303], [-2.97898, -3.38203, 1.04213], [-2.88327, -2.16265, -1.77999], [-4.27142, -2.22948, -1.78194], [-4.98115, -1.67489, -2.83864], [-4.30772, -1.06435, -3.88816], [-2.92056, -0.99368, -3.88381], [-2.20343, -1.53410, -2.82281], [-0.27395, -1.40736, -2.64785], [0.12221, 0.23896, -3.58197], [0.40883, -2.73375, -3.90440], [-2.18902, -5.16008, -1.39050], [-0.76121, -5.20837, -0.32460], [-0.63216, -4.51104, -1.95233], [-3.70883, -4.09169, 0.65091], [-3.48820, -2.50649, 1.44424], [-2.40804, -3.86443, 1.83579], [-4.80730, -2.71201, -0.97353], [-6.06126, -1.72679, -2.84620], [-4.86431, -0.63599, -4.71005], [-2.41236, -0.50999, -4.70899], [-0.15480, 0.11338, -4.62905], [1.18947, 0.44057, -3.51591], [-0.42400, 1.07474, -3.15203], [-0.40896, -3.07167, -4.53906], [0.85149, -3.58300, -3.38848], [1.17763, -2.26141, -4.51577], [5.26992, 2.20782, -0.57155], [3.96062, 2.00815, -0.00044], [2.94730, 2.48135, -0.71838], [3.05297, 3.01025, -1.79365], [1.62868, 2.12490, -0.07556], [0.48935, 2.41679, -0.75594], [0.17644, 4.38753, -0.69036], [1.87316, 5.29800, -0.33524], [-0.26712, 4.13272, 1.27857], [-0.01245, 3.05692, 2.02967], [1.37267, 1.59507, 1.78039], [2.83342, 2.60068, 2.60973], [-0.50886, 2.79758, 3.42008], [0.20932, 2.19131, 4.18539], [-1.76942, 3.02207, 3.78323], [-2.73382, 3.69712, 2.97731], [-0.78706, 5.35892, 2.00915], [-0.27414, 5.65768, 3.05128], [-1.76436, 6.13042, 1.51494], [-2.61925, 5.75583, 0.43163], [-0.73091, 1.65824, -0.58321], [-0.80377, 0.41889, -0.41834], [-1.84752, 2.35130, -0.78212], [-3.09214, 1.64128, -0.89761], [5.96444, 1.76030, 0.13092], [5.46503, 3.27182, -0.68718], [5.32930, 1.72071, -1.54280], [2.44355, 5.37934, -1.25574], [2.47312, 4.84363, 0.44730], [1.57276, 6.29585, -0.00884], [3.02976, 3.54314, 2.10717], [3.72581, 1.98007, 2.60224], [2.51514, 2.78620, 3.63241], [-2.67461, 4.77321, 3.14069], [-3.70158, 3.33923, 3.31991], [-2.60442, 3.45855, 1.91829], [-3.59431, 6.17720, 0.66590], [-2.70179, 4.67148, 0.33668], [-2.25664, 6.18403, -0.50101], [-3.86427, 2.34884, -0.61075], [-3.10891, 0.76690, -0.24955], [-3.23300, 1.33502, -1.93428]],
  "lowdin_charge": [0.43, 0.81, -0.68, -0.08, 0.00, -0.32, -0.24, -0.13, -0.01, 0.00, -0.21, 0.02, -0.03, 0.01, -0.14, 0.05, 0.00, -0.12, -0.03, -0.18, -0.06, 0.12, 0.11, 0.15, 0.12, 0.12, 0.13, 0.14, 0.12, 0.11, 0.12, -0.22, 1.18, -0.23, -0.40, -0.08, -0.05, -0.05, -0.09, -0.40, 1.22, -0.20, -0.22, 0.05, 0.04, 0.01, 0.05, 0.05, 0.04, 0.10, 0.12, 0.12, 0.11, 0.05, 0.03, 0.04, 0.05, 0.02, 0.04, 0.01, -0.07, -0.56, 0.11, -0.30, -0.33, 1.40, -0.26, -0.25, -0.24, 1.37, -0.23, -0.54, 0.06, 0.01, -0.02, -0.55, 0.17, -0.03, -0.07, -0.54, -0.13, -0.08, 0.01, 0.10, 0.11, 0.09, 0.03, 0.02, 0.05, 0.03, 0.03, 0.04, 0.11, 0.11, 0.07, 0.11, 0.06, 0.08, 0.10, 0.09, 0.10],
  "orbital_gap_ev": [6.7478, 6.7537],
  "de_lowest_ev": 0.452,
  "s_squared": 0.7667,
  "homo_energy_ev": [-12.97, -12.96],
  "total_charge": 2,
  "multiplicity": 2,
  "e_tot_ha": -14898.338809
}